A cluster of 7 separate species, C39H89N3O7 in total, computed with wB97M-V/def2-TZVPD.

XYZ file:
```
138
Properties=species:S:1:pos:R:3
C 16.26 17.11 14.29
C 16.42 15.80 13.58
C 15.53 14.76 14.28
O 15.88 15.83 12.23
H 16.62 17.97 13.64
H 16.85 17.09 15.27
H 15.15 17.23 14.58
H 17.42 15.50 13.48
H 14.51 15.08 14.18
H 15.80 14.66 15.34
H 15.69 13.74 13.90
H 14.90 15.90 12.37
C 13.64 19.31 16.23
C 13.08 19.52 14.81
C 14.12 20.04 13.86
O 12.53 18.20 14.45
H 12.78 19.02 16.85
H 14.01 20.20 16.67
H 14.38 18.54 16.33
H 12.24 20.22 14.89
H 14.72 20.65 14.53
H 13.71 20.61 12.97
H 14.82 19.27 13.48
H 11.83 18.11 15.11
C 9.57 14.48 5.78
C 9.44 15.19 7.12
C 9.81 14.31 8.26
O 10.31 16.31 7.06
H 9.26 13.46 5.72
H 10.63 14.39 5.52
H 9.09 15.03 4.95
H 8.39 15.63 7.27
H 9.77 14.93 9.19
H 10.87 14.14 8.31
H 9.18 13.40 8.33
H 10.02 17.03 7.66
C 12.05 16.08 10.28
C 11.91 16.73 11.61
C 10.60 16.41 12.28
O 12.97 16.22 12.39
H 11.97 15.00 10.30
H 13.02 16.29 9.90
H 11.31 16.45 9.61
H 12.06 17.83 11.58
H 10.55 16.81 13.29
H 10.45 15.35 12.27
H 9.86 16.81 11.66
H 12.81 16.66 13.25
C 8.11 19.84 12.05
C 8.67 20.74 10.94
C 9.63 21.73 11.61
C 10.66 22.46 10.76
C 11.38 21.36 10.01
C 10.48 20.41 9.20
N 9.53 19.84 10.11
O 8.70 18.96 9.34
C 9.91 21.12 7.91
C 11.37 19.24 8.64
C 7.49 21.43 10.14
H 9.05 19.43 12.53
H 7.48 19.09 11.69
H 7.55 20.38 12.80
H 8.98 22.44 12.08
H 10.10 21.18 12.41
H 11.42 22.97 11.32
H 10.14 23.15 10.06
H 11.87 20.61 10.70
H 12.17 21.67 9.36
H 9.23 21.96 8.04
H 10.84 21.54 7.43
H 9.47 20.44 7.20
H 11.60 18.54 9.44
H 10.74 18.62 7.93
H 12.20 19.71 8.09
H 6.98 20.68 9.47
H 7.74 22.32 9.56
H 6.68 21.81 10.71
H 8.95 18.13 9.74
C 14.89 9.78 12.55
C 14.16 10.95 11.88
C 15.18 11.88 11.20
C 14.65 12.94 10.31
C 13.83 12.22 9.28
C 12.73 11.37 9.82
N 13.34 10.44 10.85
O 12.43 9.52 11.39
C 11.52 12.10 10.35
C 12.18 10.50 8.64
C 13.49 11.82 12.94
H 15.44 9.06 11.90
H 14.27 9.15 13.18
H 15.67 10.21 13.26
H 15.75 12.35 12.03
H 15.87 11.35 10.59
H 15.50 13.48 9.85
H 14.12 13.79 10.77
H 14.53 11.65 8.68
H 13.29 12.87 8.57
H 11.70 12.80 11.17
H 10.97 12.54 9.54
H 10.86 11.36 10.85
H 12.98 9.88 8.20
H 11.34 9.80 8.83
H 11.81 11.25 7.94
H 13.22 12.88 12.64
H 14.19 12.02 13.77
H 12.57 11.45 13.37
H 12.75 8.70 11.00
C 18.55 13.66 10.80
C 18.40 14.03 9.33
C 17.90 12.84 8.49
C 17.55 13.24 7.09
C 16.38 14.18 7.23
C 16.74 15.50 7.96
N 17.38 15.12 9.23
O 17.87 16.25 9.93
C 17.64 16.43 7.12
C 15.35 16.20 8.22
C 19.84 14.32 8.81
H 19.17 12.82 10.89
H 18.89 14.49 11.41
H 17.60 13.27 11.22
H 18.60 12.05 8.57
H 16.95 12.40 8.81
H 18.37 13.54 6.43
H 17.11 12.39 6.60
H 15.57 13.69 7.80
H 15.99 14.40 6.20
H 18.34 15.83 6.54
H 18.02 17.21 7.79
H 17.08 16.90 6.28
H 14.83 15.49 8.86
H 14.72 16.39 7.39
H 15.41 17.19 8.77
H 19.78 14.41 7.70
H 20.20 15.23 9.25
H 20.48 13.49 9.15
H 17.25 16.26 10.69
```

E_HOMO: -7.9 eV
LUMO level: 0.32 eV
Total energy: -2230.09813 Eh

Löwdin atomic charge list, values in e, 6 entries: C -0.0694; C -0.4658; C -0.0440; O -0.0873; H 0.0929; H 0.1061